Record 1
{"formula": "C41H57Cl5GeN7OSi3V", "method": "the ωB97M-V functional and the def2-TZVPD basis", "symbols": ["V", "C", "O", "C", "C", "C", "C", "C", "C", "C", "N", "C", "C", "N", "C", "C", "C", "C", "N", "C", "C", "N", "C", "C", "C", "C", "H", "H", "H", "H", "H", "H", "H", "H", "H", "H", "H", "H", "H", "H", "N", "C", "C", "C", "N", "C", "C", "N", "C", "H", "H", "H", "H", "H", "H", "H", "H", "H", "H", "H", "H", "H", "H", "H", "H", "Cl", "C", "C", "C", "Cl", "C", "Cl", "C", "Cl", "C", "Cl", "C", "Si", "C", "C", "Ge", "Si", "C", "C", "C", "Si", "C", "C", "C", "H", "H", "H", "H", "H", "H", "H", "H", "H", "H", "H", "H", "H", "H", "H", "H", "H", "H", "H", "H", "H", "H", "H", "H", "H", "H", "H"], "coordinates": [[-0.25095, -0.72647, 0.22497], [8.28631, -10.41181, -4.70999], [8.58215, -9.30406, -3.86007], [7.58827, -8.48597, -3.49960], [6.25692, -8.63799, -3.89388], [5.31187, -7.72555, -3.45982], [5.66093, -6.65874, -2.63776], [6.99972, -6.52027, -2.24492], [7.94742, -7.41668, -2.66780], [4.68969, -5.68532, -2.17471], [4.92411, -4.72633, -1.29401], [3.75112, -4.05816, -1.16979], [2.76813, -4.60117, -1.97421], [3.38598, -5.64484, -2.61293], [1.45061, -4.08238, -2.02045], [0.40206, -4.58561, -2.81441], [-0.83539, -3.99815, -2.76992], [-1.03755, -2.91863, -1.90734], [-0.07639, -2.43163, -1.13831], [1.16872, -2.96994, -1.19438], [2.19939, -2.35332, -0.39685], [1.89282, -1.22969, 0.31129], [2.84085, -0.68503, 1.06166], [4.14012, -1.18706, 1.15672], [4.46971, -2.30411, 0.43375], [3.48654, -2.91142, -0.36381], [9.22965, -10.92226, -4.86964], [7.88913, -10.07086, -5.66710], [7.58153, -11.09215, -4.22961], [5.95402, -9.45690, -4.52716], [4.28562, -7.88427, -3.77349], [7.28077, -5.69506, -1.60538], [8.98415, -7.32091, -2.37578], [3.00213, -6.25695, -3.31266], [0.57393, -5.43288, -3.46604], [-1.64999, -4.35612, -3.38308], [-2.00439, -2.43437, -1.84756], [2.56997, 0.20457, 1.61859], [4.85975, -0.68109, 1.78448], [5.46304, -2.73383, 0.45408], [-3.43020, -1.03574, 4.26272], [-3.12460, -2.46639, 3.81876], [-1.63882, -2.78713, 4.04401], [-0.72039, -2.73980, 2.81791], [-0.22681, -1.36944, 2.44314], [-1.40526, -3.39934, 1.63443], [-2.68780, -2.67964, 1.23617], [-2.43048, -1.29606, 0.71717], [-3.67687, -2.76753, 2.40927], [-4.41999, -0.80955, 4.11658], [-3.23136, -0.92631, 5.26125], [-2.89437, -0.30954, 3.76601], [-3.70365, -3.04904, 4.53273], [-1.60778, -3.81440, 4.41119], [-1.23594, -2.18417, 4.86423], [0.16451, -3.32461, 3.06486], [0.73219, -1.27833, 2.77024], [-0.72726, -0.64734, 2.95868], [-1.66538, -4.42385, 1.91413], [-0.71809, -3.47789, 0.79658], [-3.13445, -3.22440, 0.40424], [-2.62295, -0.58411, 1.42067], [-3.11157, -1.08077, -0.00696], [-4.01726, -3.80420, 2.44132], [-4.58148, -2.18364, 2.21401], [-2.21423, 1.77391, 3.04963], [-0.86887, 1.91392, 1.95006], [-1.08942, 1.58005, 0.59855], [0.08933, 1.58655, -0.15271], [0.02447, 0.84442, -1.74140], [1.32582, 2.09712, 0.27883], [2.65357, 2.19636, -0.77934], [1.43813, 2.50498, 1.60241], [2.91640, 3.11244, 2.18963], [0.33916, 2.35538, 2.46714], [0.51135, 2.73084, 4.12444], [-3.74818, 5.44759, -0.98493], [-2.68559, 4.48569, 0.20746], [-0.88061, 4.90292, -0.07066], [-3.16256, 4.87533, 1.97325], [-2.91675, 2.12230, -0.30277], [-5.11724, 1.26915, 0.33382], [-5.50254, 0.77699, 2.12077], [-5.64687, -0.21221, -0.69681], [-6.21789, 2.72781, -0.03685], [-2.94748, 1.91451, -2.73241], [-1.62248, 2.93770, -3.56896], [-4.58932, 2.65170, -3.25064], [-2.95470, 0.13590, -3.33855], [-3.60927, 6.50783, -0.75063], [-4.81232, 5.23420, -0.89530], [-3.45258, 5.30529, -2.02502], [-0.77872, 5.99137, -0.10858], [-0.48531, 4.51209, -1.01069], [-0.24531, 4.55572, 0.74762], [-3.30524, 5.95578, 2.06434], [-2.38403, 4.59376, 2.68538], [-4.09521, 4.39937, 2.28165], [-5.36062, -0.30251, 2.23730], [-6.56772, 0.96352, 2.28098], [-4.96423, 1.33030, 2.88644], [-5.00704, -1.09596, -0.63113], [-5.72998, 0.03868, -1.75451], [-6.64203, -0.52457, -0.36510], [-6.04700, 3.54194, 0.67117], [-7.25736, 2.40572, 0.07931], [-6.10770, 3.12216, -1.04168], [-1.46851, 3.89797, -3.07443], [-1.96857, 3.15583, -4.58342], [-0.65478, 2.44748, -3.65889], [-4.71814, 3.69031, -2.95279], [-5.46313, 2.08742, -2.92981], [-4.58251, 2.63262, -4.34564], [-1.99927, -0.38252, -3.26423], [-3.23092, 0.15067, -4.39727], [-3.71738, -0.45696, -2.82373]], "lowdin_spin": [2.7409, 0.0000, 0.0000, -0.0001, 0.0000, -0.0001, 0.0000, -0.0001, 0.0000, -0.0004, -0.0006, -0.0008, -0.0002, -0.0004, 0.0001, 0.0100, -0.0008, 0.0117, 0.0044, 0.0067, 0.0064, 0.0032, 0.0125, -0.0004, 0.0104, -0.0001, 0.0000, 0.0000, 0.0000, 0.0000, 0.0000, 0.0000, 0.0000, 0.0000, 0.0005, -0.0003, 0.0011, 0.0010, -0.0002, 0.0005, 0.0001, 0.0000, 0.0003, 0.0043, 0.0088, 0.0056, 0.0021, 0.0152, -0.0003, 0.0000, 0.0000, 0.0001, 0.0000, 0.0002, 0.0000, 0.0001, 0.0022, 0.0022, 0.0003, 0.0030, 0.0002, 0.0034, 0.0036, 0.0000, 0.0000, 0.0000, 0.0100, 0.0186, 0.0041, 0.0195, 0.0210, 0.0044, 0.0158, 0.0050, 0.0175, 0.0055, 0.0018, 0.0044, 0.0001, 0.0007, 0.0102, 0.0006, 0.0001, 0.0001, 0.0005, 0.0012, 0.0005, 0.0005, 0.0002, 0.0003, 0.0000, 0.0000, 0.0000, 0.0000, 0.0001, 0.0001, 0.0000, 0.0000, 0.0000, 0.0000, 0.0000, 0.0001, 0.0000, 0.0000, 0.0000, 0.0001, 0.0000, 0.0000, 0.0001, 0.0001, 0.0000, 0.0000, 0.0001, 0.0002, 0.0000, 0.0000], "total_energy_ha": -8244.810576, "gap_ev": [5.640, 5.235], "spin_multiplicity": 4, "homo_energy_ev": [-13.010, -13.009], "total_charge": 3}

=====

Record 2
{"formula": "C41H57FeN4OS2Sb", "method": "the ωB97M-V functional and the def2-TZVPD basis", "symbols": ["Fe", "S", "C", "N", "C", "C", "N", "C", "C", "C", "C", "C", "C", "C", "C", "S", "C", "C", "C", "C", "C", "C", "C", "H", "H", "H", "H", "H", "H", "H", "H", "H", "H", "H", "H", "H", "H", "H", "H", "H", "H", "C", "N", "N", "C", "O", "C", "C", "C", "C", "C", "C", "C", "C", "C", "H", "H", "H", "H", "H", "H", "H", "H", "H", "H", "H", "H", "C", "C", "C", "C", "Sb", "C", "C", "C", "C", "C", "C", "C", "C", "H", "H", "H", "H", "H", "H", "H", "H", "H", "H", "H", "H", "H", "H", "H", "H", "H", "H", "H", "H", "H", "H", "H", "H", "H", "H", "H"], "coordinates": [[-0.95565, 0.65863, -0.11068], [-2.27026, -1.22670, 0.26197], [-1.22457, -2.41484, 0.86859], [-1.54090, -3.69363, 0.82299], [-0.50712, -4.67599, 1.14815], [0.22265, -4.24144, 2.39182], [0.74690, -2.89070, 2.19241], [2.04723, -2.61784, 2.80451], [3.16413, -3.28116, 2.02673], [4.03178, -4.16194, 2.65980], [5.06499, -4.75588, 1.94896], [5.22668, -4.48623, 0.59970], [4.35489, -3.61535, -0.04042], [3.32823, -3.01412, 0.66960], [0.07582, -2.01621, 1.46501], [0.63137, -0.42568, 1.25879], [-2.88967, -4.19362, 0.51985], [-3.43781, -4.97314, 1.69290], [-3.44622, -6.36414, 1.68348], [-3.93496, -7.07151, 2.77199], [-4.41161, -6.39267, 3.88389], [-4.42287, -5.00431, 3.89195], [-3.93182, -4.29813, 2.80518], [0.20019, -4.74345, 0.31618], [-0.97896, -5.64160, 1.29882], [1.06075, -4.91080, 2.57811], [-0.44391, -4.25142, 3.25964], [2.02006, -3.00512, 3.82423], [2.19319, -1.54204, 2.84242], [3.91282, -4.37083, 3.71682], [5.73624, -5.44095, 2.44910], [6.03632, -4.94435, 0.04803], [4.47105, -3.41049, -1.09658], [2.66113, -2.31980, 0.17069], [-2.83678, -4.82999, -0.36627], [-3.52165, -3.34003, 0.29682], [-3.09300, -6.90547, 0.81205], [-3.94741, -8.15286, 2.74886], [-4.78209, -6.94456, 4.73691], [-4.82141, -4.47223, 4.74545], [-3.95084, -3.21312, 2.81621], [2.34361, 1.41653, -5.76602], [2.05715, 1.07356, -4.38052], [0.81911, 0.62063, -3.97992], [0.72639, 0.75640, -2.62111], [-0.32750, 0.46014, -1.97607], [1.96012, 1.27430, -2.18059], [2.74078, 1.48088, -3.29670], [4.07431, 2.12074, -3.40997], [0.03074, -0.23480, -4.80599], [0.65608, -1.21033, -5.57669], [-0.10909, -2.02616, -6.39299], [-1.49028, -1.88990, -6.41256], [-2.10729, -0.94562, -5.60622], [-1.34982, -0.10481, -4.80513], [1.46931, 1.21509, -6.37490], [3.17967, 0.83401, -6.15013], [2.58598, 2.47661, -5.83653], [2.22941, 1.41802, -1.14869], [4.59241, 2.07981, -2.45529], [3.95975, 3.17315, -3.68356], [4.69327, 1.64735, -4.17056], [1.72833, -1.34798, -5.52084], [0.37285, -2.77446, -7.00718], [-2.08646, -2.53318, -7.04530], [-3.18540, -0.86065, -5.60645], [-1.81702, 0.63652, -4.17210], [-1.35233, 5.09370, -1.47210], [-0.12400, 5.00230, -0.57793], [1.12151, 4.76989, -1.41978], [0.02249, 6.26183, 0.26274], [-0.38576, 3.14424, 0.72024], [-2.53193, 3.17375, 1.41546], [-2.68920, 2.06879, 2.45771], [-2.98608, 4.50400, 1.99839], [-3.35550, 2.81660, 0.17859], [1.01202, 3.39706, 2.49153], [2.39616, 3.01548, 1.98315], [0.99016, 4.82388, 3.02053], [0.54840, 2.44324, 3.58482], [-1.19191, 5.88768, -2.20794], [-2.24544, 5.35550, -0.90414], [-1.52514, 4.16249, -2.01659], [1.32354, 5.66305, -2.02035], [0.98259, 3.92904, -2.09680], [2.00394, 4.58159, -0.80468], [-0.20276, 7.13043, -0.36332], [1.04005, 6.38362, 0.62644], [-0.66125, 6.28763, 1.11084], [-2.14096, 2.28037, 3.37282], [-2.35876, 1.09598, 2.07724], [-3.74652, 1.97296, 2.72440], [-2.44033, 4.74835, 2.91079], [-4.04676, 4.43370, 2.26224], [-2.87827, 5.32715, 1.29103], [-3.03693, 1.86060, -0.26767], [-3.30285, 3.58140, -0.59424], [-4.40641, 2.70294, 0.46019], [2.71421, 3.65208, 1.15496], [2.43126, 1.97244, 1.65829], [3.12420, 3.14472, 2.78969], [1.53860, 5.50362, 2.37509], [1.46985, 4.84242, 4.00410], [-0.02615, 5.19832, 3.14781], [0.37245, 1.43416, 3.21348], [-0.35919, 2.81306, 4.06121], [1.31971, 2.37977, 4.35913]], "lowdin_spin": [3.6340, 0.0259, 0.0101, 0.0222, 0.0015, 0.0024, 0.0228, 0.0044, 0.0010, 0.0002, 0.0001, 0.0002, 0.0001, 0.0006, 0.0129, 0.0431, 0.0036, 0.0009, 0.0002, 0.0001, 0.0001, 0.0000, 0.0003, 0.0007, 0.0001, 0.0004, 0.0009, 0.0005, 0.0020, 0.0000, 0.0000, 0.0000, 0.0000, 0.0004, 0.0005, 0.0015, 0.0000, 0.0000, 0.0000, 0.0000, 0.0001, 0.0004, 0.0039, 0.0073, 0.0106, 0.0886, 0.0034, -0.0007, -0.0002, 0.0005, 0.0003, 0.0000, 0.0003, 0.0000, 0.0004, 0.0000, 0.0001, 0.0001, 0.0003, 0.0000, -0.0001, 0.0000, 0.0000, 0.0000, 0.0000, 0.0000, 0.0000, 0.0008, 0.0122, 0.0011, 0.0019, 0.0149, 0.0080, 0.0101, 0.0014, 0.0190, 0.0007, 0.0000, 0.0004, -0.0008, 0.0002, 0.0001, 0.0003, 0.0002, 0.0003, 0.0001, 0.0007, 0.0000, 0.0002, 0.0003, 0.0064, 0.0002, 0.0001, 0.0008, 0.0001, 0.0108, 0.0003, 0.0008, 0.0000, -0.0001, 0.0000, 0.0000, 0.0001, 0.0001, -0.0005, 0.0000, -0.0001], "total_energy_ha": -4190.644936, "gap_ev": [6.490, 6.877], "de_lowest_kj_mol": 39.0, "spin_multiplicity": 5, "homo_energy_ev": [-12.877, -13.372], "total_charge": 2}